#P
Computed, not measured: 2 unconnected molecules or ions with the total composition C3H9O, with ωB97M-V/def2-TZVPD.

Results
Frontier orbital gap (eV): 6.78
HOMO (Ha): -0.0793

```
! wB97M-V def2-TZVPD RIJCOSX def2/J DEFGRID3
* xyz -1 1
H -0.86244 -1.04374 1.46750
H 1.46877 -0.11246 -0.39037
H 1.93352 -0.94214 -1.86097
O 0.26450 0.53728 1.06874
H -1.63335 0.28435 2.11571
H -1.44450 0.11698 -0.86954
H -2.76621 -0.27197 0.03119
C -1.95257 0.38632 0.02449
C -1.00398 0.00245 1.25931
H -2.31813 1.41470 0.09380
H 3.03668 -0.79968 -0.44620
H 2.91256 0.64661 -1.45689
C 2.36517 -0.21871 -1.03677
*
```

***

#Q
Computed, not measured: 2 unconnected molecules or ions with the total composition C3H9O, with ωB97M-V/def2-TZVPD.

Results
Frontier orbital gap (eV): 6.02
HOMO (Ha): -0.0759

```
! wB97M-V def2-TZVPD RIJCOSX def2/J DEFGRID3
* xyz -1 1
H -0.87824 1.05281 0.95445
H 0.84163 1.06339 1.26165
H 0.15662 -0.59452 -0.91412
H -1.93420 1.61644 -2.56471
C 1.68635 -1.25115 0.26347
H 2.50831 -0.52836 0.13515
H 0.14309 -0.04576 2.36796
O -1.91117 1.54810 -1.56917
H -0.35319 -1.58916 0.46354
H 1.86290 -1.73341 1.21661
C 0.22646 -0.71894 0.16382
H 1.80248 -1.98125 -0.55856
C -0.05615 0.36259 1.27127
*
```

***

#R
Computed, not measured: 2 unconnected molecules or ions with the total composition C3H9O, with ωB97M-V/def2-TZVPD.

Results
Frontier orbital gap (eV): 5.63
HOMO (Ha): -0.0721

```
! wB97M-V def2-TZVPD RIJCOSX def2/J DEFGRID3
* xyz -1 1
O 0.75291 0.33058 -2.34142
C 0.59492 1.04877 -1.24248
H 1.50635 0.99564 -0.57243
H 0.01935 -0.84954 2.71674
H 0.35419 2.13980 -1.46460
H -0.16698 -2.25066 3.78817
H -0.74048 -2.41064 2.16545
H -1.57689 -1.23030 3.21488
H -0.11952 -0.13742 0.45963
C -0.55120 0.58485 -0.23862
H -1.26286 -0.04158 -0.80272
C -0.62096 -1.69109 2.97040
H -1.14191 1.34491 0.27801
*
```

***

Short version: #Q is the least stable of them.

***

#P
Computed, not measured: a molecular structure, C6H11BrN, with ωB97M-V/def2-TZVPD.

Results
Frontier orbital gap (eV): 10.62
HOMO (Ha): -0.5027

```
! wB97M-V def2-TZVPD RIJCOSX def2/J DEFGRID3
* xyz 1 1
H 0.43243 1.39621 -2.02051
H -0.06048 -2.30898 0.41791
H -2.66901 0.73557 -0.83172
H 2.98702 -1.93290 0.34574
H -0.48383 -0.62613 -0.98880
H 2.51752 0.73331 -0.22696
H -2.41274 -0.78925 0.07058
C -0.30198 1.49901 -1.19324
C 0.71672 -1.78705 0.99683
C -2.10058 0.21210 -0.07974
Br 0.12011 1.12062 2.19190
H -1.18125 1.93286 -1.65160
C 1.87024 -0.07958 0.15537
H 0.10263 2.34861 -0.58773
N -0.63677 0.24488 -0.51402
H -2.05902 0.73233 0.82604
H 0.76670 -2.09599 2.08488
C 2.01829 -1.39358 0.42783
C 0.37399 0.05795 0.57724
*
```

***

#Q
Computed, not measured: a molecular structure, C6H11BrN, with ωB97M-V/def2-TZVPD.

Results
Frontier orbital gap (eV): 8.43
HOMO (Ha): -0.4727

```
! wB97M-V def2-TZVPD RIJCOSX def2/J DEFGRID3
* xyz 1 1
N -2.12110 1.55823 -0.86541
C 1.09238 -0.20592 1.16857
H -1.14359 0.07229 -1.94985
H 0.49606 -2.29582 1.54623
H -2.39802 2.53752 -0.87137
H 2.32007 0.47802 -0.55635
H -2.10876 -0.20059 0.18024
C -1.35862 1.13744 -2.00396
H -1.90976 1.35097 -2.92022
Br -0.13722 1.11207 1.78607
H 3.39218 -1.79958 0.76504
C 1.33456 -1.61031 1.63318
H -2.92109 1.24921 1.00074
C 1.97576 -0.22771 0.17376
H 2.10609 -2.35400 -0.32788
H -0.41878 1.69307 -2.04174
C 2.35757 -1.65348 0.46632
H 1.76808 -1.69899 2.62550
C -2.32581 0.85757 0.19112
*
```

***

Short version: #P is the least stable of them.

***

#P
Computed, not measured: a molecular structure, C16H8Cl2LaNO3S, with ωB97M-V/def2-TZVPD.

Results
Frontier orbital gap (eV): 6.10
HOMO (Ha): -0.2852

```
! wB97M-V def2-TZVPD RIJCOSX def2/J DEFGRID3
* xyz 0 1
C 0.88809 -4.24196 0.55261
O -0.76139 1.61496 -2.03503
O -2.00908 3.18845 -3.11179
H -1.31929 6.76062 1.58295
C 2.14229 -2.31402 -0.36597
C -0.72311 4.77268 1.11824
C -0.28584 -4.76653 1.09826
C -1.31038 5.98825 0.81993
C -1.35730 2.77329 -2.14648
H -0.37350 -5.84160 1.35631
Cl 2.11076 -6.70217 0.77661
C -1.88609 6.11433 -0.43680
H -2.35412 7.04150 -0.76333
H -2.30221 -4.33419 1.75642
H -2.29561 5.11702 -2.31420
H 4.05868 -5.18117 -0.30982
C 3.19034 -4.49934 -0.19007
C -1.83811 5.05458 -1.31509
H -2.16361 -1.96415 1.04082
Cl 4.67496 -2.41603 -1.16542
C -0.61620 3.61418 0.26854
La 0.25640 0.17528 -0.42694
H -0.29879 4.62882 2.11866
C -1.31967 -2.61834 0.91348
C -1.23619 3.79584 -1.00125
N -0.20431 -2.08312 0.36445
C -1.38977 -3.94394 1.28706
C 2.04514 -5.05458 0.34048
C 0.93429 -2.88377 0.19755
S 0.31229 2.39893 1.22783
C 3.26272 -3.15876 -0.55746
O 2.16858 -1.03507 -0.68055
*
```

***

#Q
Computed, not measured: a molecular structure, C16H8Cl2LaNO3S, with ωB97M-V/def2-TZVPD.

Results
Frontier orbital gap (eV): 6.01
HOMO (Ha): -0.2861

```
! wB97M-V def2-TZVPD RIJCOSX def2/J DEFGRID3
* xyz 0 1
C 0.32682 2.98983 0.00036
O -0.05721 -1.92901 1.85323
C -0.40016 -3.72239 -0.54243
C 0.64065 4.32505 -0.50933
C -0.45592 -4.72928 -1.52035
H -1.02331 -6.74765 -1.97496
C 0.68777 4.52196 -1.93943
N -0.01120 1.94479 -0.87664
La 0.31731 -0.15317 0.42476
C -0.84429 -6.05569 -1.15141
O -0.08278 1.67356 1.99605
H -0.15630 -4.42842 -2.59336
H 0.78892 5.50095 -2.37367
H 0.51017 3.46052 -3.86491
C 0.14209 2.20228 -2.22879
C -0.42856 -3.14017 2.08213
C 0.47045 3.41539 -2.78463
H 0.81539 6.01727 2.47853
C 0.84490 5.33116 0.38683
C -0.85342 -6.32404 0.20286
C -0.52853 -4.06350 0.84809
H -0.98103 -5.69328 2.18578
H -1.22914 -7.31606 0.62474
S -0.46585 -2.11630 -1.34697
C 0.58527 3.94800 2.28723
O -0.82010 -3.63323 3.13815
C 0.29607 2.81695 1.42649
Cl 0.71426 3.76938 3.96919
Cl 1.15923 6.95683 -0.20113
C 0.79062 5.18610 1.75966
H 0.03446 1.35865 -2.91937
C -0.78656 -5.36646 1.16330
*
```

***

Short version: #Q is the least stable of them.

***

#P
Computed, not measured: 2 unconnected molecules or ions with the total composition CH2F2N2O, with ωB97M-V/def2-TZVPD.

Results
Frontier orbital gap (eV): 9.77
HOMO (Ha): -0.3827

```
! wB97M-V def2-TZVPD RIJCOSX def2/J DEFGRID3
* xyz 0 1
C -0.05392 0.46363 -0.21576
O -1.13425 0.02178 -0.09872
F -4.47298 -1.27511 0.15314
N -3.50859 0.61481 1.26203
H 0.82600 -0.22452 -0.26732
N -3.90399 0.04881 0.40078
H 0.31476 1.60475 -0.08957
F -4.13683 0.55446 -1.02407
*
```

***

#Q
Computed, not measured: a single CH2F2N2O molecule, with ωB97M-V/def2-TZVPD.

Results
Frontier orbital gap (eV): 9.74
SMILES: N[N+]([O-])=C(F)F
HOMO (Ha): -0.3329

```
! wB97M-V def2-TZVPD RIJCOSX def2/J DEFGRID3
* xyz 0 1
N -0.03322 0.35560 -0.03221
C -1.04963 -0.39952 -0.02260
H 1.68666 0.82980 0.53434
F -2.29177 0.03314 -0.15842
N 1.21899 -0.01795 0.30275
F -1.04709 -1.76746 -0.09737
O -0.19610 1.60658 -0.23101
H 1.71217 -0.64019 -0.29547
*
```

***

Short version: #P is the least stable of them.

***

#P
Computed, not measured: a single C5H6N2S molecule, with ωB97M-V/def2-TZVPD.

Results
Frontier orbital gap (eV): 8.43
SMILES: C#C/C(=N\S)N1CC1
HOMO (Ha): -0.3128

```
! wB97M-V def2-TZVPD RIJCOSX def2/J DEFGRID3
* xyz 0 1
C -0.52265 0.84480 -2.56179
C 0.06745 0.13354 -1.59265
H -0.65097 2.37834 -0.65011
H 0.44778 -3.50654 -0.06954
C 0.41606 -0.16651 -0.20613
C 0.78132 -1.94013 1.42544
N 0.75907 -1.55493 -0.00250
N 0.05867 0.65938 0.77990
H 1.66828 -2.49184 1.60521
H -1.23735 -2.75479 0.30520
H 0.41437 -1.33304 2.26880
C -0.13167 -2.71228 0.34126
S -0.54841 2.24743 0.62833
H -1.25477 1.06122 -3.39145
*
```

***

#Q
Computed, not measured: a single C5H6N2S molecule, with ωB97M-V/def2-TZVPD.

Results
Frontier orbital gap (eV): 8.96
SMILES: CC1=NN=CSC=C1
HOMO (Ha): -0.3162

```
! wB97M-V def2-TZVPD RIJCOSX def2/J DEFGRID3
* xyz 0 1
H -3.66846 -0.06369 -0.07148
C 1.49403 1.11203 -0.13252
C -0.56317 -1.13627 -0.76062
H 1.25761 -2.17191 -1.27717
H -2.63876 -0.84493 1.39590
N -0.80933 1.07955 -0.04995
S 1.55250 -0.44960 0.72317
H -1.14278 -1.87622 -1.30582
C -1.38358 -0.07565 -0.12606
C -2.69296 -0.09292 0.55339
N 0.26582 1.60725 -0.65085
C 0.70099 -1.36177 -0.56640
H 2.42789 1.82030 -0.50837
H -2.60278 0.84982 1.29512
*
```

***

#R
Computed, not measured: a single C5H6N2S molecule, with ωB97M-V/def2-TZVPD.

Results
Frontier orbital gap (eV): 9.07
SMILES: C=CN/C=C\SC#N
HOMO (Ha): -0.3097

```
! wB97M-V def2-TZVPD RIJCOSX def2/J DEFGRID3
* xyz 0 1
C -1.71703 -1.17792 -0.33933
H -1.46969 0.39452 0.88716
S -1.20519 -2.16108 -1.78319
C 0.42128 -2.31865 -1.31103
N 1.52164 -2.53598 -0.98272
C 0.92726 1.48102 0.11649
H 1.52399 2.12280 -0.49572
H 0.39416 0.41964 -1.39753
C -1.05681 -0.11006 0.07890
H -2.52730 -1.66166 0.19320
N 0.03257 0.51426 -0.45540
H 1.68796 2.33858 1.86616
H 0.44994 1.07594 2.19220
C 1.01723 1.61858 1.43080
*
```

***

#S
Computed, not measured: a single C5H6N2S molecule, with ωB97M-V/def2-TZVPD.

Results
Frontier orbital gap (alpha / beta) (eV): 7.51 / 7.48
HOMO (alpha / beta) (Ha): -0.2999 / -0.2987

```
! wB97M-V def2-TZVPD RIJCOSX def2/J DEFGRID3
* xyz 0 1
H -2.27494 -0.77455 -1.17579
C 0.21345 -1.39322 1.11760
S 1.02762 0.94340 -1.75337
C 1.44458 0.27977 -0.08533
N 0.17971 -2.49548 1.41228
H -1.08552 0.29651 2.17901
H -0.51036 1.68678 1.61744
C 0.25742 -0.09027 0.82293
H 1.98944 1.16902 0.45864
H 2.11842 -0.57044 -0.16731
C -1.32631 -0.37367 -1.05082
C -0.68012 0.25334 -2.01166
H -0.98681 0.33811 -3.06511
N -0.36659 0.73070 1.70148
*
```

***

Short version: #P is the least stable of them.

***

#P
Computed, not measured: a gas-phase ion, C6H14N2 (charge +1), with ωB97M-V/def2-TZVPD.

Results
Frontier orbital gap (alpha / beta) (eV): 10.73 / 5.63
HOMO (alpha / beta) (Ha): -0.4955 / -0.4906

```
! wB97M-V def2-TZVPD RIJCOSX def2/J DEFGRID3
* xyz 1 2
H -1.83363 0.82199 1.29844
C -2.95968 -1.02464 0.99387
H 1.48776 -1.89552 0.08859
H 2.34981 -1.83880 -2.05787
H -0.21684 0.01867 -1.02753
H -2.89872 -2.10786 0.96541
C 0.25122 2.39609 -0.40530
H -0.69600 -1.87482 0.52424
C 0.36420 -0.04986 -0.10570
H 2.53990 -0.55225 0.12893
N 1.82146 -1.03156 -1.79187
H -3.99063 -0.71019 1.01672
H -0.13966 3.19727 0.23101
H 1.63058 1.31577 0.69860
H 0.01576 -0.82550 1.83576
C 1.63977 -0.92592 -0.37422
H 2.01426 -0.16991 -2.28653
C -1.90381 -0.23340 1.06502
H -0.61533 2.16927 -1.02495
C -0.52708 -0.87013 0.89370
H 0.99015 2.92746 -1.01741
N 0.67649 1.26384 0.35110
*
```

***

#Q
Computed, not measured: a molecular structure, C6H14N2, with ωB97M-V/def2-TZVPD.

Results
Frontier orbital gap (alpha / beta) (eV): 9.24 / 5.05
HOMO (alpha / beta) (Ha): -0.5118 / -0.4975

```
! wB97M-V def2-TZVPD RIJCOSX def2/J DEFGRID3
* xyz 1 2
H -3.40418 -0.06952 -0.22898
N 3.84159 0.68221 -0.61694
C 2.61573 -0.05786 -0.20683
C -2.48366 -0.02291 -0.81817
H 2.75321 0.06632 0.86676
H -0.16313 -1.89774 -0.45716
C -0.51005 -0.46545 1.05132
H -2.38937 0.58124 1.19922
H -2.34487 -1.06628 -1.06068
H 1.32666 -0.24604 -1.79609
H -1.73941 1.82029 1.71924
H -0.00649 0.08001 1.86660
H -1.12506 -1.16674 1.66486
H -2.59834 0.72336 -1.58525
N -2.08279 1.68338 0.74465
H 4.44651 0.11584 -1.21714
C -1.41513 0.48947 0.22727
H 2.97892 1.07521 -1.18656
C 1.33717 -0.37607 -0.72232
C 0.45189 -1.18526 0.12269
H -0.58846 0.91458 -0.41921
H 1.09926 -1.67804 0.85271
*
```

***

#R
Computed, not measured: a gas-phase ion, C6H14N2 (charge +1), with ωB97M-V/def2-TZVPD.

Results
Frontier orbital gap (alpha / beta) (eV): 10.47 / 5.85
HOMO (alpha / beta) (Ha): -0.4888 / -0.4892

```
! wB97M-V def2-TZVPD RIJCOSX def2/J DEFGRID3
* xyz 1 2
N 2.08681 0.29586 -1.55126
H 0.53369 1.70595 0.93864
C -0.09339 2.30700 -0.90332
H -0.92952 3.01065 -0.78303
H -0.20773 1.78522 -1.84723
H 2.67113 1.10902 -1.43303
H -3.48111 -2.38419 1.16889
H -1.87801 -3.18946 1.46455
C 1.60953 -0.38571 -0.41086
H 2.21459 -0.21615 0.48390
H -2.38068 -0.20572 0.77261
C 0.10937 -0.01220 -0.08273
H -0.51261 -0.14213 -0.95780
H 2.37200 -0.29738 -2.31747
N -0.09000 1.37116 0.20916
H -0.13651 -0.24252 2.03292
H 1.65327 -1.45713 -0.60546
H 0.25607 -1.76753 1.18779
C -1.83111 -1.10253 1.06480
C -2.39982 -2.28390 1.22008
H 0.78295 2.96038 -0.81152
C -0.34893 -0.85868 1.16037
*
```

***

Short version: #Q is the least stable of them.

***

#P
Computed, not measured: 2 unconnected molecules or ions with the total composition C5H12N4OS, with ωB97M-V/def2-TZVPD.

Results
Frontier orbital gap (eV): 9.45
HOMO (Ha): -0.3254

```
! wB97M-V def2-TZVPD RIJCOSX def2/J DEFGRID3
* xyz 0 1
H -2.45584 -0.56355 1.82757
C -1.80205 -0.96986 1.10568
O -0.38113 1.29493 -1.11558
H 1.59614 1.48628 1.90659
N 0.43195 -1.06068 -0.53955
H -0.77429 -1.12818 1.52477
H 2.49567 1.28516 -1.89306
C -3.15519 0.21505 -0.58042
H 3.96137 0.95364 -0.85083
H 1.83140 -0.11262 1.67559
C 1.02894 -2.11654 -0.85746
H -2.08591 -2.10954 0.97269
N -1.90136 -0.27382 -0.09216
H -3.75701 -0.59344 -1.08086
C 2.24714 0.81355 1.38440
C 2.90694 1.11076 -0.93869
H 3.28160 0.86656 1.62724
N 1.58703 -3.11349 -1.18262
H -2.91505 0.99563 -1.37839
S -0.71270 -0.32435 -1.26734
H 0.21092 1.54053 -0.44557
H -3.69301 0.79042 0.20274
N 2.05444 1.01357 -0.00473
*
```

***

#Q
Computed, not measured: a single C5H12N4OS molecule, with ωB97M-V/def2-TZVPD.

Results
Frontier orbital gap (alpha / beta) (eV): 7.63 / 7.36
HOMO (alpha / beta) (Ha): -0.3263 / -0.3132

```
! wB97M-V def2-TZVPD RIJCOSX def2/J DEFGRID3
* xyz 0 1
H 0.53338 1.63512 1.66793
H -1.24133 -1.87665 -1.63131
C 1.12904 1.01430 -0.09862
O 0.91767 -2.49521 -2.47275
S 0.31032 -1.78392 -1.38109
H -2.15034 2.04662 -1.13066
H 2.09294 -0.64614 1.55164
H 0.74236 -0.47288 2.86275
N -1.28968 1.63167 -0.83670
H 0.18836 -2.73870 1.91939
H -0.79436 -1.60334 1.28859
H 2.28340 0.74128 -0.03225
H -1.98385 0.42431 -3.36197
N -1.07614 0.49621 -2.93002
N 0.63922 -2.33754 -0.01554
H 1.17527 2.08870 -0.28723
N 0.63460 0.63892 -1.41191
C 1.02539 -0.53426 1.81165
C 0.26635 -1.81586 1.28394
C -0.64488 0.98222 -1.72406
C 0.40988 0.71306 1.19666
H -0.29382 0.49744 -3.56022
H -0.62213 0.66946 1.11757
*
```

***

Short version: #Q is the least stable of them.

***

#P
Computed, not measured: a single C3H7IN2Si molecule, with ωB97M-V/def2-TZVPD.

Results
Frontier orbital gap (eV): 8.70
SMILES: [H]/N=C\C/N=[Si](\C)I
HOMO (Ha): -0.3186

```
! wB97M-V def2-TZVPD RIJCOSX def2/J DEFGRID3
* xyz 0 1
N 0.70363 0.91934 0.00416
N -2.45209 0.24718 -0.05521
H -0.38882 2.34308 0.96292
I 4.01189 -0.06995 -0.04097
H 0.74542 -2.67949 -0.88216
Si 1.54198 -0.45424 -0.03412
H -2.48226 2.15173 -0.32867
H -0.19506 2.48372 -0.79094
H 0.05467 -2.27977 0.62809
C -0.44829 1.72357 0.07922
C -1.87687 1.38112 -0.17992
C 1.03034 -2.24157 0.00954
H -2.09254 -0.68572 0.21445
H 1.84802 -2.83900 0.41361
*
```

***

#Q
Computed, not measured: a molecular structure, C3H7IN2Si, with ωB97M-V/def2-TZVPD.

Results
Frontier orbital gap (eV): 9.64
HOMO (Ha): -0.3288

```
! wB97M-V def2-TZVPD RIJCOSX def2/J DEFGRID3
* xyz 0 1
H -1.83948 0.88634 -1.61529
C 0.04901 -1.05052 1.57382
C -0.85714 0.82083 -1.97919
N 0.18548 1.28101 0.89705
H 0.06798 0.86292 2.77892
H 0.66599 -1.52293 2.39197
N 0.45128 -1.12015 0.16387
H -0.80892 0.08598 -2.68036
Si 0.34453 0.43629 -0.62477
H 0.82470 -2.04307 -0.21831
H -1.05565 -1.46580 1.64484
H -0.73955 1.73994 -2.66120
C 0.01777 0.39518 1.79564
I 2.69400 0.69398 -1.46699
*
```

***

Short version: #P is the least stable of them.